DFT (the ωB97M-V functional and the def2-TZVPD basis) results for a structure of composition C44H39HfN6O11.

Each line ends with the Löwdin charge.
CARTESIAN COORDINATES (ANGSTROEM)
1 H -2.44477 2.75086 -2.00033  0.14
2 H 0.44171 0.65882 -6.69856  0.10
3 C -0.32254 2.76049 -2.40345  -0.11
4 C 0.64362 4.23451 -4.01117  -0.16
5 O -1.78859 -1.77879 1.55572  0.10
6 H -4.96432 0.25854 -1.30689  0.07
7 C 3.39811 -4.36053 -2.52189  -0.16
8 C 1.93269 3.73863 -3.70367  0.00
9 C 0.32556 2.49241 1.59421  -0.60
10 H 4.76136 -0.11549 -5.18889  0.09
11 N 0.48704 5.28372 -5.01508  -0.37
12 C -0.05749 -0.79029 -3.66491  -0.02
13 C -2.01910 -3.08719 -2.15996  -0.22
14 H 4.88127 -3.92845 -3.98599  0.11
15 C 2.26448 -0.36096 -4.02394  -0.25
16 H 3.61447 -3.22188 -0.46981  0.12
17 C -0.45813 3.75291 -3.36074  0.04
18 C -1.79074 2.85412 2.98237  0.02
19 C 1.25045 -0.86417 -3.18835  -0.21
20 H 3.02685 -7.38282 -0.99611  0.10
21 C -0.35691 -0.26087 -4.91620  -0.07
22 H -0.84475 -1.14122 -3.00547  0.08
23 C 1.97242 0.17643 -5.27284  -0.04
24 H -0.12503 -3.17864 -1.15514  0.05
25 C 4.53817 0.32501 -4.21481  -0.08
26 C 2.86010 -5.35743 -1.68266  -0.23
27 C -2.39201 -1.88859 -1.46993  -0.34
28 Hf -0.01653 -0.09502 0.04832  1.67
29 C 2.85888 -2.91295 3.17645  -0.05
30 H 5.45494 -5.30182 1.62358  0.09
31 C -0.59372 -3.57999 -2.05306  -0.06
32 H -4.93678 -0.74058 0.14410  0.07
33 C 0.65837 0.22523 -5.72586  -0.09
34 H 0.80662 -6.84316 -0.67348  0.10
35 C -4.67956 -2.29013 -2.28008  -0.10
36 C 2.43075 -2.29394 0.87026  -0.18
37 H 2.76233 0.57834 -5.89564  0.10
38 H -5.72664 -1.98511 -2.30192  0.10
39 C -1.48124 2.33271 -1.67468  -0.16
40 C 1.17133 -5.97145 -0.12490  -0.06
41 H 3.43978 -3.44449 3.92191  0.10
42 O 1.75852 -5.02046 -0.99523  -0.09
43 C 4.48147 -4.69467 -3.32642  -0.02
44 C -2.94436 -3.79038 -2.92491  -0.09
45 H 0.21714 -0.85573 2.92278  0.07
46 C -1.01314 2.05578 2.17119  -0.16
47 C -3.78754 -1.54965 -1.50679  -0.22
48 H 4.04063 -5.31849 2.70190  0.09
49 O -1.48436 1.57010 -0.73598  -0.07
50 O 3.53812 -0.40259 -3.52392  -0.10
51 H 0.02147 -3.26139 -2.90521  0.07
52 C 2.34932 -2.24162 -1.64632  -0.36
53 H 1.87922 -6.29497 0.64378  0.09
54 H -3.51026 0.20773 -0.30291  0.04
55 N 2.88608 -2.53446 -0.44043  0.16
56 C -4.32420 -0.38874 -0.69594  -0.06
57 C 1.77459 -2.12276 3.55230  -0.10
58 H 4.24350 1.36737 -4.35802  0.08
59 C 2.08695 2.75674 -2.77726  0.02
60 C -2.93030 2.30942 3.53371  -0.03
61 H 5.90014 -6.18787 -3.93913  0.10
62 H 1.50163 -2.04706 4.60228  0.09
63 N 2.82500 -3.08024 -2.65222  0.16
64 O 1.10409 1.22842 -1.30845  -0.13
65 H -1.43488 4.16265 -3.59579  0.13
66 H -4.98924 -3.95586 -3.61888  0.08
67 H -1.39188 -0.22871 -5.24879  0.10
68 C 1.35254 -1.49272 1.20467  -0.16
69 C 3.16929 -2.99695 1.83576  -0.23
70 C -4.27888 -3.40049 -3.01246  -0.14
71 C -2.61962 -1.17696 2.11438  -0.52
72 C 1.05829 -1.44765 2.58411  -0.16
73 O -0.63108 5.70731 -5.25326  0.04
74 H -3.55345 2.90094 4.19256  0.11
75 O 4.19357 -3.76231 1.34018  -0.11
76 H -2.60638 -4.67206 -3.46699  0.10
77 H -0.56971 -4.67530 -2.02006  0.07
78 H -3.82672 -2.56541 2.08220  0.14
79 C 4.54505 -6.92020 -2.43869  -0.10
80 H 4.97964 -7.91378 -2.39836  0.10
81 C 5.05592 -5.96146 -3.29671  -0.11
82 N -1.45232 -1.14330 -0.83988  -0.16
83 H -4.12813 0.50673 3.68835  0.12
84 H 2.95768 -2.63490 -3.53828  0.12
85 C -2.42873 0.26589 2.44081  -0.17
86 O 1.00481 1.48177 1.19705  -0.13
87 H 5.42644 0.28443 -3.59267  0.09
88 H 2.77965 4.16062 -4.22666  0.11
89 C 4.79108 -4.68563 2.22277  -0.09
90 H -1.48140 3.87509 3.16221  0.12
91 H 3.06132 2.36029 -2.51147  0.12
92 N -1.33594 0.78864 1.89588  0.10
93 O 1.48587 5.69389 -5.57783  0.04
94 N 1.51024 -1.28755 -1.85711  0.11
95 C 3.44744 -6.61619 -1.63665  -0.02
96 C -3.25653 0.98636 3.25988  0.01
97 O 0.62614 3.67441 1.60350  0.06
98 C 0.95601 2.19360 -2.10494  -0.31
99 H 5.37381 -4.18260 2.99705  0.09
100 O -3.81056 -1.66871 2.44826  0.12
101 H 0.33616 -5.46284 0.34623  0.10

The value obtained for the LUMO energy is 2.05 eV. For the highest occupied orbital energy, the calculation gives -3.476 eV. For the calculated total energy, the calculation gives -2904.43692 hartree. As for the charge: -1. The frontier orbital gap is 5.521 eV. The value obtained for the energy above the lowest of the compared OMol25 structures with the same formula, charge and spin is 32.8 kcal per mole.